Record 1
Below is a molecular structure, C12H24F6LiO9P at a distorted geometry, with properties calculated with ωB97M-V/def2-TZVPD.

Results
LUMO energy = 0.3 eV
charge = 0
highest occupied orbital energy = -11.36 eV
orbital gap = 11.6 eV
relative energy (zero: lowest compared OMol25 entry of this formula, charge and spin) = 0.00 kcal per mole

CARTESIAN COORDINATES (ANGSTROEM)
Li (-0.987, 0.088, -0.359)
P (-3.497, 0.942, 0.686)
F (-4.638, 0.178, 1.505)
F (-3.496, 2.158, 1.727)
F (-2.312, 0.203, 1.516)
F (-2.325, 1.687, -0.168)
F (-3.349, -0.314, -0.411)
F (-4.604, 1.589, -0.269)
C (1.561, -3.563, -3.161)
C (0.207, -3.523, -2.491)
O (-0.773, -2.889, -3.294)
C (-1.246, -1.696, -2.994)
O (-0.824, -0.989, -2.112)
O (-2.193, -1.401, -3.855)
C (-2.856, -0.140, -3.666)
H (1.973, -2.568, -3.330)
H (1.567, -4.197, -4.046)
H (2.266, -4.013, -2.454)
H (0.323, -2.981, -1.547)
H (-0.137, -4.523, -2.239)
H (-3.798, -0.341, -3.164)
H (-2.994, 0.346, -4.627)
H (-2.268, 0.524, -3.036)
C (0.214, 3.653, 3.472)
C (0.093, 2.796, 2.230)
O (1.169, 3.069, 1.325)
C (1.029, 2.589, 0.115)
O (0.208, 1.762, -0.204)
O (1.951, 3.089, -0.686)
C (1.866, 2.823, -2.068)
H (-0.737, 3.865, 3.956)
H (0.693, 4.607, 3.241)
H (0.843, 3.197, 4.240)
H (-0.870, 2.967, 1.748)
H (0.112, 1.735, 2.491)
H (2.520, 1.989, -2.315)
H (2.171, 3.700, -2.639)
H (0.847, 2.632, -2.407)
C (0.972, -1.805, 4.602)
C (0.476, -1.373, 3.242)
O (1.641, -1.224, 2.423)
C (1.506, -1.015, 1.141)
O (0.484, -1.074, 0.522)
O (2.700, -0.759, 0.634)
C (2.827, -0.838, -0.786)
H (1.560, -1.064, 5.142)
H (1.562, -2.701, 4.402)
H (0.172, -2.059, 5.298)
H (-0.062, -0.421, 3.265)
H (-0.204, -2.113, 2.817)
H (2.851, -1.886, -1.086)
H (3.780, -0.352, -0.972)
H (2.027, -0.361, -1.353)

Record 2
Below is a molecular structure, C12H24F6NNaO18S6 at a distorted geometry, with properties calculated with ωB97M-V/def2-TZVPD.

Results
LUMO energy = -0.1 eV
charge = 0
highest occupied orbital energy = -9.69 eV
orbital gap = 9.6 eV
relative energy (zero: lowest compared OMol25 entry of this formula, charge and spin) = 0.00 kcal per mole

CARTESIAN COORDINATES (ANGSTROEM)
Na (-0.440, 0.472, 0.290)
C (-1.265, 1.967, 4.035)
F (-0.900, 3.235, 3.979)
F (-0.202, 1.174, 4.023)
F (-1.932, 1.778, 5.165)
S (-2.351, 1.530, 2.597)
O (-2.223, 0.091, 2.437)
O (-3.683, 2.010, 2.874)
N (-1.482, 2.232, 1.260)
S (-2.357, 3.516, 0.871)
O (-3.546, 3.141, 0.148)
O (-2.452, 4.458, 1.948)
C (-1.268, 4.240, -0.485)
F (-1.889, 5.293, -1.022)
F (-0.083, 4.597, 0.021)
F (-1.082, 3.360, -1.470)
O (-2.330, 0.890, -1.900)
S (-3.180, -0.271, -1.870)
O (-3.478, -1.003, -3.076)
O (-2.550, -1.310, -0.807)
C (-2.906, -2.698, -0.944)
C (-3.651, -3.157, 0.308)
C (-4.708, 0.301, -1.052)
H (-1.976, -3.271, -0.983)
H (-3.392, -2.978, -1.875)
H (-2.998, -3.739, 0.959)
H (-4.450, -3.843, 0.006)
H (-4.132, -2.427, 0.956)
H (-5.062, 1.084, -1.717)
H (-4.418, 0.677, -0.074)
H (-5.440, -0.495, -0.942)
O (2.071, 0.551, 0.788)
S (2.786, 1.375, 1.758)
O (3.100, 0.912, 3.071)
O (4.186, 1.831, 1.140)
C (4.513, 1.357, -0.189)
C (5.789, 2.008, -0.645)
C (2.001, 2.996, 1.813)
H (3.715, 1.624, -0.894)
H (4.441, 0.267, -0.230)
H (5.961, 1.864, -1.710)
H (6.657, 1.816, -0.017)
H (5.642, 3.091, -0.566)
H (2.617, 3.634, 2.437)
H (1.009, 2.850, 2.244)
H (1.826, 3.339, 0.799)
C (2.339, -3.784, 0.886)
C (2.663, -2.577, 1.795)
O (1.541, -2.404, 2.666)
S (0.229, -2.928, 1.856)
O (-0.109, -1.988, 0.813)
O (-0.715, -3.318, 2.858)
O (0.990, -4.139, 1.142)
H (2.909, -4.671, 1.178)
H (2.585, -3.623, -0.164)
H (2.836, -1.668, 1.221)
H (3.557, -2.753, 2.389)
C (-0.392, -1.956, -3.923)
C (0.875, -1.768, -4.724)
O (1.569, -0.733, -4.010)
S (1.289, -0.869, -2.417)
O (0.886, 0.397, -1.896)
O (2.344, -1.610, -1.792)
O (0.000, -1.842, -2.561)
H (-0.923, -2.897, -4.081)
H (-1.171, -1.205, -4.093)
H (0.722, -1.373, -5.729)
H (1.487, -2.660, -4.876)

Record 3
Below is C12H24N2O3 in the gas phase at a distorted geometry, with properties calculated with ωB97M-V/def2-TZVPD.

Results
LUMO energy = 0.6 eV
charge = 0
highest occupied orbital energy = -9.79 eV
orbital gap = 10.4 eV
relative energy (zero: lowest compared OMol25 entry of this formula, charge and spin) = 19.00 kcal per mole

CARTESIAN COORDINATES (ANGSTROEM)
C (-0.965, -1.597, 0.650)
C (-1.319, -0.148, 0.853)
C (0.383, -1.926, 1.379)
C (0.229, -1.513, 2.888)
C (0.733, -3.432, 1.226)
C (-0.348, -4.389, 1.694)
C (0.398, 0.702, -0.841)
C (1.843, 0.956, -0.447)
C (-0.019, 1.541, -2.042)
C (0.305, 3.074, -1.967)
C (-0.247, 3.821, -3.186)
C (-0.139, 3.752, -0.664)
H (-1.747, -1.846, -1.162)
H (-0.772, -3.101, -0.721)
H (-1.770, -2.176, 1.116)
H (1.178, -1.277, 0.986)
H (1.185, -1.688, 3.354)
H (-0.582, -2.059, 3.406)
H (0.105, -0.443, 3.071)
H (1.005, -3.647, 0.170)
H (1.645, -3.614, 1.782)
H (-0.690, -4.083, 2.683)
H (0.028, -5.422, 1.814)
H (-1.236, -4.391, 1.043)
H (-0.897, 1.769, 0.427)
H (0.325, -0.356, -1.129)
H (0.553, 1.149, -2.904)
H (-1.107, 1.453, -2.102)
H (1.419, 3.143, -1.963)
H (-1.337, 3.718, -3.349)
H (0.166, 3.359, -4.087)
H (-0.091, 4.931, -3.172)
H (-1.199, 3.628, -0.447)
H (0.077, 4.794, -0.661)
H (0.422, 3.388, 0.207)
H (1.253, 0.951, 1.309)
N (-0.876, -2.047, -0.740)
N (-0.542, 0.834, 0.263)
O (-2.170, 0.132, 1.692)
O (2.688, 1.059, -1.279)
O (2.111, 1.000, 0.851)

Record 4
Below is a molecular structure, C12H24N2O3 at a distorted geometry, with properties calculated with ωB97M-V/def2-TZVPD.

Results
LUMO energy = 0.6 eV
charge = 0
highest occupied orbital energy = -9.08 eV
orbital gap = 9.7 eV
relative energy (zero: lowest compared OMol25 entry of this formula, charge and spin) = 385.03 kcal per mole

CARTESIAN COORDINATES (ANGSTROEM)
C (-4.484, -1.387, -0.482)
C (-4.156, -0.327, 0.494)
C (-2.998, 0.735, 0.133)
N (-1.944, 0.382, 0.984)
C (-1.044, 1.343, 0.906)
C (-0.277, 1.584, -0.162)
H (0.401, 2.364, 0.069)
H (-0.885, 1.924, -1.188)
C (0.476, 0.395, -0.627)
N (1.653, 0.069, 0.404)
H (1.601, 1.027, 1.153)
C (2.764, 0.160, -0.439)
C (4.019, 0.616, 0.287)
O (4.190, 0.433, 1.750)
H (4.192, -0.641, 1.560)
H (4.854, 0.657, -0.058)
H (3.801, 1.704, 0.526)
C (2.463, 0.654, -1.603)
O (1.233, 0.554, -1.895)
H (2.995, 0.312, -2.415)
H (2.649, 1.786, -1.753)
C (3.108, -1.332, -0.363)
O (3.214, -1.982, 0.775)
H (2.310, -1.828, 1.310)
H (4.227, -1.367, -1.178)
H (2.587, -1.862, -1.218)
C (-0.450, -0.986, -0.543)
C (-1.246, -0.657, 0.723)
H (-0.684, -1.014, 1.710)
H (-1.960, -1.683, 0.804)
H (-1.097, -0.578, -1.461)
H (0.057, -1.762, -0.772)
H (-0.379, 1.388, 1.938)
H (-1.646, 2.315, 1.221)
H (-2.956, 0.502, -0.909)
H (-3.438, 1.873, 0.388)
H (-4.068, -0.777, 1.288)
H (-5.233, 0.274, 0.877)
H (-3.661, -1.945, -0.705)
H (-4.919, -0.798, -1.420)
H (-5.266, -2.125, -0.109)